The following is a DFT calculation (ωB97M-V/def2-TZVPD) of 2 unconnected molecules or ions with the total composition C4H11NO2 in a non-equilibrium geometry.

Structure (XYZ):
```
18
Properties=species:S:1:pos:R:3:forces:R:3
C 2.07918 0.23234 0.71946 0.0 0.2 1.2
C 1.50553 -0.16218 -0.59129 -1.1 0.4 -2.2
N 0.06595 0.17530 -0.71641 0.3 -1.3 0.1
C -0.37353 1.54811 -0.63901 -0.1 0.0 0.0
C -0.84491 -0.82983 -0.85609 0.9 1.5 0.4
O -2.02244 -0.60110 -1.02510 -0.6 -0.6 0.0
H 2.41686 1.26777 0.70480 0.1 0.0 0.1
H 2.87782 -0.40848 1.08686 0.2 0.0 -0.3
H 1.29712 0.15609 1.47963 0.0 0.1 0.0
H 1.61308 -1.20404 -0.89143 -0.1 -0.2 0.6
H 1.95309 0.34369 -1.46005 0.4 0.1 0.4
H -1.26624 1.63296 -0.02138 0.1 -0.1 0.2
H -0.67494 1.95883 -1.60375 0.3 0.0 -0.2
H 0.44249 2.11900 -0.20646 -0.1 0.3 0.0
H -0.34652 -1.80034 -0.73082 -0.4 -0.4 -0.2
O -2.78351 -1.59071 1.98673 -0.2 0.2 -0.7
H -3.03921 -2.10041 1.20999 0.1 -0.7 0.2
H -2.89982 -0.73698 1.55434 0.2 0.5 0.5
```
Forces are in eV/Å.

## Properties
SMILES ... CCN(C)C=O.O
Energy ... -9911.34549 eV
Frontier orbital gap ... 0.3773 hartree